# 1
A molecular structure, C10H24OP2PdS2, computed with the ωB97M-V functional and the def2-TZVPD basis.

XYZ file:
```
40
C10H24OP2PdS2 the ωB97M-V functional and the def2-TZVPD basis
Pd 0.08993 -0.23137 -0.54938
C 3.94562 0.12483 -2.16323
P 2.40499 -0.10815 -1.09897
C 2.91211 -1.83713 -0.60191
C 3.12194 0.82688 0.36156
C 2.51056 0.41355 1.69871
P 0.65658 0.23831 1.58441
C 0.17925 2.01003 1.85176
C 0.38351 -0.27603 3.34841
H 4.84729 -0.27344 -1.67929
H 4.09162 1.19028 -2.36856
H 3.79981 -0.38293 -3.12011
H 3.84480 -1.85041 -0.01789
H 3.05418 -2.43075 -1.51022
H 2.10006 -2.27918 -0.03156
H 2.90706 1.88463 0.17575
H 4.21299 0.70497 0.37518
H 2.77738 1.12401 2.49293
H 2.89698 -0.56850 1.99343
H 0.83111 2.51617 2.57845
H -0.85216 2.03979 2.21040
H 0.19447 2.51947 0.88981
H 0.80969 0.45692 4.04626
H 0.83436 -1.25598 3.52771
H -0.69290 -0.36169 3.50605
C -4.29195 1.26841 -1.65953
C -2.95441 0.52533 -1.65742
S -1.53632 1.58224 -1.47997
C -2.94042 -0.82109 -1.75905
C -4.23772 -1.60498 -1.83576
S -1.51119 -1.88211 -1.69345
H -4.10370 2.33813 -1.58510
H -4.91873 0.97589 -0.80668
H -4.87538 1.08861 -2.57089
H -5.09208 -1.00765 -2.16497
H -4.47778 -2.02340 -0.84864
H -4.11971 -2.44992 -2.51941
O -2.38307 -0.83211 1.41816
H -2.43981 0.01934 0.95587
H -1.97896 -1.37100 0.70714
```

For the energy relative to the best compared isomer or geometry (same formula, charge and spin), the calculation gives 35.2 kJ/mol. Its net charge is -2. The max |F| is 0.79 eV Å⁻¹. The calculation puts the orbital gap at 4.273 eV. The total energy comes out at -56535.467 eV.

=====

# 2
2 unconnected molecules or ions with the total composition C10H25N2P, computed with the ωB97M-V functional and the def2-TZVPD basis.

XYZ file:
```
38
C10H25N2P the ωB97M-V functional and the def2-TZVPD basis
C 4.11078 -0.19088 -2.15017
C 2.90721 -1.03108 -0.15778
C 3.71414 1.28118 0.01513
C -2.03561 2.44575 0.38891
C -2.87150 0.76973 -1.17577
C -3.35272 0.48138 1.26808
C -0.27407 -2.12186 -1.14216
C -1.55608 -2.37044 0.92577
C 3.58059 -0.02756 -0.78209
C -2.37115 0.93824 0.20591
N 0.04043 0.61203 -0.96913
N -1.15754 -1.51796 -0.12123
P -0.72204 0.01672 0.44599
H 3.64759 0.43486 -2.87665
H 5.15111 0.01998 -2.17206
H 3.96241 -1.18568 -2.47045
H 1.02431 0.27033 -1.06343
H 2.78124 -1.93803 -0.70137
H 2.28706 -0.91554 0.74827
H 4.83922 1.30512 0.34675
H 3.55672 2.16576 -0.60862
H 2.91098 1.06654 0.84882
H -1.20604 2.74808 -0.31591
H -2.97866 2.94727 0.20459
H -1.70030 2.66845 1.51622
H -3.94044 0.95126 -1.05987
H -2.64152 -0.28598 -1.50264
H -2.54095 1.55337 -1.85405
H -4.25746 1.15102 1.22809
H -3.72578 -0.51610 1.23709
H -2.86385 0.83767 2.25709
H -0.54559 -1.68510 -2.12843
H 0.71598 -1.91251 -0.90601
H -0.44350 -3.19003 -1.30677
H -2.07432 -3.28899 0.55954
H -0.65916 -2.91645 1.62568
H -2.32753 -1.92398 1.53746
H 0.05639 1.58183 -0.87137
```

For the energy relative to the best compared isomer or geometry (same formula, charge and spin), the calculation gives 136.1 kJ/mol. Its multiplicity is 3. As for the expectation value of S²: 2.00. The max |F| is 4.53 eV Å⁻¹. The calculation puts the orbital gap (spin up / spin down) at 3.826 / 7.392 eV. The total energy comes out at -23037.781 eV.

=====

# 3
A molecular structure, C10H26BrIN4O3P2S, computed with the ωB97M-V functional and the def2-TZVPD basis.

XYZ file:
```
48
C10H26BrIN4O3P2S the ωB97M-V functional and the def2-TZVPD basis
C -0.00495 -3.25501 1.29229
C 0.19725 -2.03666 2.21103
C 1.09536 -0.91559 1.66134
I 2.97729 -1.84280 1.10495
C 0.56766 -0.10034 0.47777
N 1.53044 0.86893 -0.03596
C 1.23285 1.14555 -1.43515
P 2.56644 2.40527 -2.13247
N 2.64158 1.83209 -3.76514
O 3.89226 1.71627 -1.47376
C -0.09576 1.86005 -1.49170
N -0.68964 1.99279 -0.12347
C -0.71001 0.75427 0.77055
C -2.06234 0.05573 0.54529
C -2.27884 -0.61895 -0.83655
C -2.66001 -2.11709 -0.80406
N -1.83084 -2.88323 -1.72473
P -0.74163 1.52644 2.48711
O 0.74695 1.95988 2.83448
O -1.18028 0.45667 3.58157
S -1.93875 3.05237 2.46620
H 0.17297 -2.99585 0.25280
H 0.71152 -4.02967 1.55800
H -0.99159 -3.69330 1.42846
H -0.74769 -1.64569 2.57937
H 0.72659 -2.40721 3.09107
H 1.37683 -0.28563 2.49771
H 0.35736 -0.81698 -0.32766
H 2.49256 0.57204 0.07586
H 1.22144 0.23449 -2.05689
H 1.70010 1.77736 -4.14391
H 3.07319 0.91194 -3.82188
H 4.64984 2.05586 -1.97940
H -0.81228 1.44831 -2.19680
H 0.10087 2.89281 -1.83027
H -0.11749 2.70279 0.34423
H -1.62862 2.38806 -0.18011
H -2.81914 0.84130 0.62262
H -2.30129 -0.65157 1.33731
H -3.10656 -0.10186 -1.32043
H -1.42146 -0.52677 -1.50153
H -3.68948 -2.20691 -1.15662
H -2.64645 -2.48153 0.23001
H -1.80355 -3.86812 -1.50835
H -0.89642 -2.51436 -1.81673
H 1.06418 1.58904 3.67027
H -2.14386 0.41542 3.64052
Br 4.22340 4.53944 -3.09725
```

The max |F| is 2.13 eV Å⁻¹. The calculation puts the orbital gap at 5.439 eV. The total energy comes out at -130451.641 eV.

=====

# 4
A molecular structure, C10H26ClINO3P2Sn, computed with the ωB97M-V functional and the def2-TZVPD basis.

XYZ file:
```
45
C10H26ClINO3P2Sn the ωB97M-V functional and the def2-TZVPD basis
C 2.87281 -1.72166 -5.98714
C 1.97393 -2.20135 -4.85924
H 2.95505 -2.51383 -6.74948
H 3.87536 -1.49509 -5.59321
H 2.44252 -0.81969 -6.44883
O 1.41524 -3.26838 -4.76916
I 1.69361 -0.73054 -3.21712
Sn 0.26751 0.10566 -0.05010
P -2.03055 0.96070 -1.19323
C -3.67099 0.30620 -0.78129
C -2.19583 2.74576 -0.84889
H -3.04495 3.13160 -1.43163
H -2.73718 1.45218 -3.42992
H -1.26913 3.27490 -1.10627
H -0.94523 1.16287 -3.36038
H -3.83590 0.40003 0.30419
H -2.39127 2.89271 0.22214
C -1.93340 0.83064 -3.00226
H -4.43248 0.87870 -1.34025
H -2.07642 -0.22165 -3.29381
H -3.71420 -0.75731 -1.06650
P 2.15804 -1.04409 1.40411
C 1.80688 -2.30886 2.65282
C 3.37766 -1.72949 0.25686
H 3.28539 1.09047 1.67462
H 3.92679 -0.17133 2.78293
H 2.36390 0.65084 3.12407
C 3.02145 0.25995 2.33809
H 3.56893 -1.02206 -0.56438
H 4.29417 -1.92611 0.82833
H 2.74547 -2.58588 3.15721
H 1.37075 -3.19569 2.17237
H 2.98478 -2.66085 -0.17231
H 1.08999 -1.91478 3.38884
Cl 1.44750 2.14911 -0.55941
N -3.04283 0.99853 4.06712
C -1.60401 1.33930 3.88962
C -1.22659 0.63738 2.59727
O -0.08183 0.89633 2.09229
O -2.09661 -0.10075 2.07818
H -3.59189 1.78091 3.72312
H -3.27872 0.84235 5.05136
H -3.23346 0.17563 3.45210
H -1.48826 2.42415 3.80515
H -1.01598 1.00251 4.76202
```

Its net charge is +3. The max |F| is 5.23 eV Å⁻¹. The calculation puts the orbital gap at 5.541 eV. The total energy comes out at -63431.674 eV.

=====

# 5
A molecular structure, C10H26F2MnN2O3, computed with the ωB97M-V functional and the def2-TZVPD basis.

XYZ file:
```
44
C10H26F2MnN2O3 the ωB97M-V functional and the def2-TZVPD basis
Mn -0.95513 0.20330 1.87347
F 2.19140 -0.05361 3.59399
F -2.48444 -0.43952 4.66930
C -0.40747 -3.12903 1.29891
O -1.44172 -2.15047 1.24737
C -2.57164 -2.50045 0.48890
C -3.66013 -1.41833 0.51719
N -3.14434 -0.09475 0.24781
C -4.09026 0.88046 0.80671
C -3.37252 2.18020 1.02804
O -2.03142 2.12717 1.49997
C -1.47359 3.42262 1.64196
H -0.14966 -3.55455 0.32908
H -0.38200 -4.02415 1.92036
H 0.55238 -2.78078 1.68039
H -2.89983 -3.39167 1.02379
H -2.23806 -2.74394 -0.51983
H -3.95789 -1.45920 1.56494
H -4.45091 -1.80834 -0.12365
H -3.08393 -0.11183 -0.76024
H -4.38649 0.58517 1.81326
H -4.89048 1.11313 0.10413
H -3.92307 2.80331 1.73282
H -3.43711 2.75224 0.10247
H -1.19547 3.58336 2.68356
H -2.23680 4.19653 1.56019
H -0.58150 3.67052 1.06680
C 1.73791 -0.60469 -3.21338
C 2.54777 -0.30549 -1.91527
C 4.03619 0.03069 -2.13262
O 4.71930 0.21502 -0.93860
C 6.08851 0.57495 -1.10457
N 2.05297 0.82808 -1.17597
H 1.03303 -1.34921 -2.84335
H 2.21870 -1.27694 -3.92402
H 1.15750 0.26334 -3.52599
H 2.61290 -1.10373 -1.17590
H 4.11038 0.99587 -2.63364
H 4.47432 -0.64929 -2.86321
H 6.47880 0.93238 -0.15166
H 6.07562 1.30798 -1.91116
H 6.63656 -0.33777 -1.33839
H 1.96968 1.63370 -1.77939
H 2.75196 0.98774 -0.46460
```

For the energy relative to the best compared isomer or geometry (same formula, charge and spin), the calculation gives 0.0 kJ/mol. Its multiplicity is 6. As for the expectation value of S²: 8.75. The max |F| is 3.02 eV Å⁻¹. The calculation puts the orbital gap (spin up / spin down) at 6.104 / 6.055 eV. The total energy comes out at -56661.334 eV.

=====

# 6
4 unconnected molecules or ions with the total composition C10H26FNO7S4, computed with the ωB97M-V functional and the def2-TZVPD basis.

XYZ file:
```
49
C10H26FNO7S4 the ωB97M-V functional and the def2-TZVPD basis
C -3.20160 2.21884 -1.13759
C -2.01617 1.63976 -1.89503
F -2.23267 1.82469 -3.26388
C -0.64032 2.23587 -1.60962
O 0.38179 1.26844 -1.94358
S 0.95402 0.61871 -0.62068
O 0.06625 -0.40257 -0.17259
O 2.33422 0.34828 -0.78367
O 0.77781 1.90020 0.27831
C -0.35676 2.69519 -0.14080
N -0.00281 4.06130 0.06600
H -2.94837 3.03570 -0.46163
H -3.71282 1.44920 -0.56007
H -3.90927 2.61284 -1.86766
H -1.92969 0.56034 -1.75647
H -0.47726 3.06380 -2.30096
H -1.18853 2.44735 0.51863
H 0.71061 4.36733 -0.58784
H -0.80861 4.66889 -0.01935
C 6.47576 1.71805 3.06879
S 6.10592 1.34599 1.34834
O 6.87893 2.31950 0.53319
C 4.41130 1.93531 1.38057
H 7.52070 1.46461 3.23464
H 6.31738 2.78210 3.24243
H 5.84106 1.11490 3.71791
H 4.40527 2.98437 1.67684
H 3.82630 1.33062 2.07417
H 4.00738 1.82138 0.37765
C 0.99760 -3.38304 1.00007
S 1.12796 -5.08244 0.44153
O 1.30059 -5.92821 1.65219
C 2.75703 -4.91371 -0.30089
H 0.05721 -3.28579 1.53852
H 1.83408 -3.16347 1.66364
H 0.99272 -2.71354 0.14155
H 3.46043 -4.58404 0.46332
H 2.71151 -4.19992 -1.12327
H 3.04433 -5.89420 -0.67463
C -6.43735 -2.37517 0.02717
S -4.78448 -1.67620 -0.05606
O -4.79725 -0.42769 0.75503
C -4.89132 -1.14833 -1.77122
H -6.58345 -2.74001 1.04164
H -7.16550 -1.59692 -0.19955
H -6.51298 -3.20305 -0.67735
H -5.73295 -0.46464 -1.88185
H -5.00624 -2.01389 -2.42332
H -3.96177 -0.63676 -2.01257
```

The max |F| is 0.24 eV Å⁻¹. The calculation puts the orbital gap at 9.111 eV. The total energy comes out at -72669.621 eV.